Record 1
49
Properties=species:S:1:pos:R:3:nbo_charge:R:1 method="wB97M-V/def2-TZVPD" spin_multiplicity=1 charge=+1 total_energy_ev=-38539.5278 gap_ha=0.416 e_lumo_ev=-2.071 max_force_ev_per_a=2.1
S -2.6308 -0.6111 0.1066 2.387
O 2.0957 -1.1572 2.6412 -0.669
O -1.3462 -1.2352 -0.0690 -0.968
O 2.4811 0.8380 1.7021 -0.618
O -2.4632 0.9647 0.2110 -0.711
O -3.6460 -0.8249 -0.8860 -0.912
O 2.7964 0.6431 -1.0178 -0.744
N 1.3488 -0.7527 -3.2374 -0.198
C 3.3992 -0.4216 -1.7210 -0.088
C 0.9665 -2.0128 -2.5404 -0.414
C 0.0137 1.7329 3.0281 -0.394
C -2.0344 1.5347 1.4783 0.109
C 1.9368 0.1923 2.5922 0.816
C 1.0732 0.8107 3.6616 -0.517
C -3.2706 -0.9937 1.7075 -0.690
C 2.8318 -0.4976 -3.1188 -0.225
C 0.5273 0.3819 -2.7007 -0.408
C -3.1060 1.3174 2.5553 -0.438
C -4.0796 0.2182 2.1613 -0.402
C 1.0427 -0.8876 -4.6902 -0.403
C -0.6187 1.0860 1.8008 -0.451
H 0.5897 0.0514 4.2674 0.209
H -3.8360 -1.9094 1.6090 0.272
H 1.3025 0.0421 -5.1884 0.232
H 1.7259 1.3867 4.3082 0.262
H 0.9385 1.3143 -3.0745 0.229
H 1.6244 -1.7091 -5.0992 0.227
H -2.4423 -1.1254 2.3949 0.230
H -0.0183 -1.0889 -4.8026 0.234
H 3.2579 -1.3690 -1.1886 0.177
H 1.5753 -2.8258 -2.9303 0.222
H -2.6514 1.0490 3.5020 0.209
H 3.1874 0.7007 -0.1348 0.520
H -3.6804 2.2262 2.6892 0.234
H -0.4918 0.2446 -3.0548 0.223
H 4.4770 -0.2638 -1.8263 0.201
H 0.5451 0.3577 -1.6222 0.262
H 3.3175 -1.3147 -3.6507 0.226
H 3.0122 0.4328 -3.6550 0.228
H 1.3389 -1.5607 3.0703 0.491
H -4.6742 0.5352 1.3120 0.231
H 0.5169 2.6505 2.7464 0.228
H -0.0858 -2.2016 -2.7281 0.241
H -0.7037 1.9973 3.7965 0.216
H -0.0148 1.3797 0.9485 0.237
H -0.5523 0.0035 1.8550 0.203
H 1.1230 -1.8914 -1.4749 0.246
H -1.9689 2.5975 1.2801 0.214
H -4.7301 -0.0349 2.9862 0.237



Record 2
15
Properties=species:S:1:pos:R:3:nbo_charge:R:1 method="wB97M-V/def2-TZVPD" smiles="C=CN.CSS" relative_energy_kcal_mol=26.6 spin_multiplicity=1 total_energy_ev=-26416.5252 gap_ha=0.318 e_lumo_ev=0.520 max_force_ev_per_a=1.4
S 1.6276 -0.8196 1.2024 -0.150
S 1.8120 0.3258 -0.5526 0.087
N -3.2332 -0.4061 -0.1267 -0.817
C -1.7216 1.3553 0.6460 -0.555
C -2.6698 0.8430 -0.1496 0.017
C 0.6693 -0.6346 -1.6238 -0.736
H -2.8643 1.2997 -1.1200 0.187
H -1.1507 0.7056 1.2925 0.181
H 0.8731 0.0602 1.8985 0.129
H 0.9990 -1.6509 -1.8235 0.218
H 0.5520 -0.1201 -2.5741 0.225
H -2.9514 -1.1208 0.5244 0.387
H -1.4431 2.3920 0.5936 0.212
H -3.7771 -0.6736 -0.9142 0.385
H -0.2835 -0.6144 -1.1015 0.228



Record 3
114
Properties=species:S:1:pos:R:3:lowdin_charge:R:1 method="wB97M-V/def2-TZVPD" smiles="CCOCCO[PH3]CCC(F)=C(F)F.CCOC(=O)C(F)(F)F.CCOC(=O)C(F)(F)F.CCOC(=O)C(F)(F)F.CCOC(=O)C(F)(F)F.CCOC(=O)C(F)(F)F.CCOC(=O)C(F)(F)F" spin_multiplicity=1 total_energy_ev=-128946.4706 gap_ha=0.312 e_lumo_ev=-0.620 max_force_ev_per_a=3.4
P -0.4362 2.2495 -0.5111 0.825
F 0.6720 6.3579 -3.2211 0.002
F 0.0021 -3.3524 3.4521 0.136
F -2.9523 -3.4703 0.9477 0.153
F 7.9378 2.9751 0.3697 0.159
F -0.0403 3.8102 -4.5591 0.047
F -1.2118 -0.2027 -8.1071 0.132
F -1.4638 0.8952 13.2292 0.161
F 0.4690 -1.5401 -8.3346 0.158
F -2.3653 -0.5411 11.8993 0.158
F -1.2938 -1.8077 -9.5398 0.169
F 8.0763 4.6638 1.6975 0.164
F -4.4899 -4.9566 1.2096 0.161
F -3.0727 -5.1400 -0.4050 0.159
F -0.2828 -0.7223 12.4394 0.158
F -0.9898 2.5877 3.4284 0.151
F 0.9015 1.6322 3.0208 0.147
F 6.5412 3.1832 2.0028 0.160
F 0.5492 2.5672 4.9309 0.161
F 0.3915 -4.1858 5.4010 0.172
F 1.9652 3.0738 -3.5645 0.067
F -1.3914 -4.7451 4.3374 0.161
O -0.9685 2.2226 10.8767 0.165
O -0.3218 0.0419 5.5902 0.159
O -4.8813 -2.2622 -0.5869 0.167
O -1.3276 -0.0998 3.5817 0.040
O 0.0284 -6.0524 2.4243 0.026
O 0.0700 -0.1560 -11.2615 0.170
O 1.7067 -6.0952 3.9237 0.172
O -1.5639 0.9379 -0.6367 -0.443
O 0.7277 1.0891 -9.5054 0.026
O 6.1249 5.8482 0.1713 0.170
O -5.4343 -4.2723 -1.4349 0.027
O 5.5619 3.8244 -0.6374 0.030
O -0.3838 -1.4942 -2.9961 -0.203
O -0.4303 0.2617 9.9116 0.029
C 6.2562 4.6553 0.1572 -0.377
C -3.0424 -1.2217 4.9030 -0.045
C 0.6100 4.9546 -1.0890 -0.178
C -3.8144 -4.2527 0.2822 -0.523
C -5.6679 -2.9536 -3.4721 -0.061
C 1.2704 1.6520 8.8539 -0.054
C -1.2427 0.1670 12.1257 -0.526
C 0.9366 4.0015 -3.5592 -0.193
C 0.4585 -8.4521 2.3988 -0.062
C -1.8760 -1.3796 3.9464 -0.197
C -0.9306 -0.3419 -0.7914 -0.262
C 1.3588 2.0151 -10.4057 -0.200
C 0.0440 -0.4766 -2.0441 -0.203
C -0.5657 0.4991 4.5062 -0.366
C 0.6713 -5.6366 3.5270 -0.376
C -0.0272 1.8229 3.9763 -0.522
C 0.1967 -1.1897 -4.3000 -0.239
C 5.2975 5.1098 -2.6911 -0.052
C -6.3744 -3.6341 -2.3154 -0.200
C -0.8664 1.0272 10.9239 -0.381
C -4.7513 -3.4548 -0.6181 -0.378
C -0.0708 0.9603 8.7060 -0.201
C 0.1155 0.0405 -10.0785 -0.377
C 0.7644 5.0581 -2.6510 -0.142
C 4.6085 4.4476 -1.5139 -0.208
C -0.7535 -0.1718 -5.1167 -0.059
C -0.4834 -0.8775 -9.0183 -0.519
C -0.0800 -4.4833 4.1832 -0.514
C 0.9759 3.5309 -0.4761 -0.401
C 7.2064 3.8716 1.0565 -0.526
C 0.3344 2.8990 -11.0907 -0.063
C 0.6567 -7.1220 1.6978 -0.198
H 0.1802 -7.1545 0.7161 0.126
H -0.3422 2.3136 -11.7165 0.076
H -0.5207 2.4077 -1.9301 0.033
H 1.7149 -6.9023 1.5342 0.128
H 1.0516 -0.8477 -1.6403 0.133
H -0.4598 0.9048 -4.8716 0.065
H 1.2392 2.4214 9.6283 0.075
H -0.2836 3.4114 -10.3496 0.085
H 0.8804 -9.2662 1.8082 0.084
H -1.8350 -0.3303 -4.8204 0.089
H -0.3660 -0.6794 0.1454 0.109
H 1.9447 3.0863 -0.8968 0.075
H -1.1039 -2.0209 4.3557 0.091
H 2.0387 0.9345 9.1519 0.086
H 2.0252 2.6332 -9.8010 0.126
H -7.0067 -2.9375 -1.7587 0.127
H 3.9831 5.1527 -0.9594 0.123
H -0.6008 -0.3008 -6.2392 0.048
H 0.3460 -2.1424 -4.8984 0.119
H 1.5666 2.1234 7.9159 0.078
H -1.3039 3.0400 0.2969 0.049
H -1.7784 -1.1011 -0.9199 0.129
H -5.0336 -3.6664 -4.0041 0.085
H -7.0257 -4.4213 -2.7002 0.125
H -6.3909 -2.5292 -4.1699 0.083
H 1.2272 -0.7367 -4.1159 0.116
H -0.4145 5.3337 -0.7659 0.127
H 3.9526 3.6549 -1.8787 0.102
H 0.2001 0.4723 -2.6387 0.086
H -0.8601 1.6605 8.4199 0.130
H 5.9247 4.3888 -3.2206 0.087
H -0.0057 0.2108 7.9170 0.102
H 0.8254 3.6417 -11.7208 0.083
H 1.3586 5.7002 -0.6422 0.110
H -0.6049 -8.6425 2.5618 0.085
H 0.4605 1.3362 0.1697 0.049
H 0.9353 -8.4599 3.3811 0.076
H -2.2249 -1.8454 3.0227 0.121
H -3.4947 -2.1897 5.1225 0.085
H -5.0166 -2.1494 -3.1238 0.075
H -2.7265 -0.7702 5.8459 0.074
H 1.9824 1.4810 -11.1272 0.128
H 4.5639 5.5226 -3.3851 0.082
H 5.9531 5.9197 -2.3649 0.078
H 1.2068 3.7139 0.6351 0.084
H -3.8007 -0.5614 4.4750 0.086



Record 4
55
Properties=species:S:1:pos:R:3:lowdin_charge:R:1 method="wB97M-V/def2-TZVPD" spin_multiplicity=1 charge=-1 total_energy_ev=-52607.8049 gap_ha=0.271 e_lumo_ev=2.536 max_force_ev_per_a=0.4
In 0.9645 2.4276 1.7583 0.034
S -0.7493 4.1811 1.3018 0.096
P 3.1935 3.6519 2.0804 0.405
O -4.7123 2.7506 -5.2930 -0.188
O 4.3126 2.8203 2.6426 -0.634
O 2.9213 -5.8280 3.4151 -0.188
O -1.7040 2.9451 -4.6706 -0.128
O -2.6011 1.7591 -1.9915 -0.200
O 1.1360 -3.6634 2.1638 -0.125
O 2.9470 -1.8250 3.8281 -0.203
C -2.1419 0.9989 -0.8885 -0.111
C 3.4626 -0.5047 3.8835 -0.100
C -2.1770 3.5854 -3.4886 -0.177
C 2.9326 -7.1944 3.7338 -0.126
C 2.4120 -4.1332 1.7746 -0.189
C 1.5374 -1.8201 3.7354 -0.221
C 2.6174 -5.6041 2.0516 -0.216
C -1.7736 2.8882 -2.2133 -0.212
C -3.6138 2.2628 -6.0375 -0.217
C -2.4792 1.8546 -5.1259 -0.194
C 1.0258 -3.2233 3.5110 -0.183
C -5.7087 3.2936 -6.1186 -0.125
H 3.4401 -5.9786 1.4232 0.124
H -6.5238 3.6231 -5.4771 0.086
H 1.5317 -3.9176 4.1880 0.121
H -5.3328 4.1520 -6.6896 0.087
H -1.8566 3.5886 -1.3732 0.088
H -2.8318 0.1657 -0.7605 0.084
H 1.7031 -6.1494 1.7790 0.127
H 3.5988 4.3717 0.9220 -0.083
H -0.7230 2.5764 -2.2848 0.135
H 3.1984 -7.2848 4.7854 0.085
H 0.9908 1.3653 0.3756 -0.131
H -2.8616 1.2658 -4.2885 0.124
H -1.7992 1.2304 -5.7110 0.126
H -3.2547 3.0392 -6.7275 0.127
H -6.0932 2.5487 -6.8280 0.084
H -1.7174 4.5750 -3.4921 0.127
H -0.0434 -3.2353 3.7308 0.124
H 3.2069 -3.5448 2.2388 0.125
H 3.2060 0.0642 2.9880 0.067
H -3.2633 3.7025 -3.5235 0.122
H 2.4621 -3.9933 0.6924 0.128
H 0.7028 1.5860 3.2692 -0.129
H -3.9294 1.3931 -6.6346 0.124
H -0.8380 4.7647 2.4955 -0.315
H 3.6708 -7.7420 3.1326 0.085
H 4.5449 -0.5770 3.9605 0.087
H -1.1342 0.6114 -1.0671 0.071
H 1.9486 -7.6526 3.5722 0.086
H 2.9332 4.7901 2.8933 -0.084
H -2.1211 1.5991 0.0269 0.063
H 1.1010 -1.4225 4.6643 0.127
H 1.2091 -1.1721 2.9131 0.118
H 3.0735 0.0338 4.7543 0.089



Record 5
12
Properties=species:S:1:pos:R:3:nbo_charge:R:1 method="wB97M-V/def2-TZVPD" smiles="C=C.CS" relative_energy_kcal_mol=42.5 spin_multiplicity=1 total_energy_ev=-14074.0801 gap_ha=0.371 e_lumo_ev=0.988 max_force_ev_per_a=4.1
S 1.2779 2.5861 -1.0258 -0.022
C -0.4369 2.0542 -1.1493 -0.783
C 0.4640 -2.0352 1.7462 -0.375
C -0.4066 -2.5466 0.7795 -0.396
H 0.4070 -2.1469 2.8611 0.198
H -0.5124 0.9231 -1.2725 0.232
H -0.9704 2.3352 -2.0953 0.233
H -0.1501 -2.3750 -0.2980 0.196
H 1.3022 -1.5107 1.4292 0.184
H -1.1260 2.3284 -0.2088 0.223
H 1.3050 3.6561 -1.7668 0.117
H -1.1537 -3.2687 1.0004 0.194